[1]
Below is a single C5H6O2 molecule, with properties calculated with ωB97M-V with the def2-TZVPD basis set.

## Properties
Calculated total energy = -344.51713 hartree
HOMO-LUMO gap = 9.0 eV
E_LUMO = 1.165 eV
SMILES = C1=COC2(CC2)O1
Energy relative to the best compared isomer or geometry (same formula, charge and spin) = 53.2 kcal per mole
Largest force on an atom = 0.85 eV Å⁻¹

```
! wB97M-V def2-TZVPD RIJCOSX def2/J DEFGRID3
* xyz 0 1
C -1.172 -1.170 0.722
C -0.130 -0.983 1.513
O 0.755 -0.080 0.931
C 0.163 0.269 -0.307
C 1.037 0.548 -1.471
C 0.280 1.677 -0.778
O -1.037 -0.427 -0.443
H -2.045 -1.797 0.795
H 0.143 -1.385 2.471
H 0.704 0.226 -2.462
H 2.112 0.497 -1.312
H 0.851 2.373 -0.173
H -0.572 2.099 -1.299
*
```

---

[2]
Below is a single C4H5NO molecule, with properties calculated with ωB97M-V with the def2-TZVPD basis set.

## Properties
Calculated total energy = -285.30119 hartree
HOMO-LUMO gap = 10.9 eV
E_LUMO = 0.990 eV
SMILES = C=COC1=NC1
Energy relative to the best compared isomer or geometry (same formula, charge and spin) = 71.2 kcal per mole
Largest force on an atom = 0.54 eV Å⁻¹

```
! wB97M-V def2-TZVPD RIJCOSX def2/J DEFGRID3
* xyz 0 1
C -1.155 -1.165 0.344
C -1.349 -0.251 -0.594
O -0.327 0.384 -1.284
C 0.781 0.599 -0.584
N 1.987 0.878 -0.744
C 1.403 0.767 0.691
H -0.160 -1.491 0.629
H -2.001 -1.612 0.852
H -2.317 0.090 -0.944
H 1.705 -0.096 1.286
H 1.287 1.696 1.248
*
```

---

[3]
Below is 17 unconnected molecules or ions with the total composition C49H129N3O17 at a distorted geometry, with properties calculated with ωB97M-V with the def2-TZVPD basis set.

## Properties
Calculated total energy = -3387.07508 hartree
HOMO-LUMO gap (alpha / beta) = 8.1 / 3.8 eV
E_LUMO (alpha / beta) = -2.062 / -6.387 eV
⟨S²⟩ = 0.75
Largest force on an atom = 2.96 eV Å⁻¹

```
! wB97M-V def2-TZVPD RIJCOSX def2/J DEFGRID3
* xyz 1 2
C 17.636 19.142 -9.620
C 17.732 18.833 -11.101
O 18.340 19.958 -11.696
H 16.944 19.900 -9.252
H 18.626 19.345 -9.209
H 17.404 18.220 -9.087
H 16.842 18.525 -11.650
H 18.340 17.937 -11.226
H 18.758 19.797 -12.545
C 17.831 10.967 -6.243
C 16.819 11.416 -5.150
O 16.642 10.424 -4.167
H 18.772 10.659 -5.786
H 17.964 11.743 -6.997
H 17.542 10.013 -6.684
H 15.906 11.807 -5.601
H 17.141 12.313 -4.621
H 15.710 10.206 -4.243
C 21.939 17.105 -17.810
C 22.111 16.782 -16.382
O 23.283 17.341 -15.920
H 21.410 18.047 -17.952
H 21.214 16.408 -18.231
H 22.764 16.971 -18.510
H 22.143 15.706 -16.211
H 21.207 16.992 -15.809
H 23.698 16.705 -15.332
C 22.128 12.493 -5.836
C 22.501 13.797 -5.236
O 23.848 14.092 -5.578
H 22.180 12.683 -6.908
H 21.136 12.164 -5.526
H 22.833 11.740 -5.483
H 22.493 13.757 -4.146
H 21.828 14.599 -5.540
H 24.303 13.538 -4.939
C 22.151 21.141 -10.298
C 21.668 21.210 -11.740
O 22.794 21.398 -12.576
H 22.958 20.418 -10.181
H 21.336 20.792 -9.665
H 22.485 22.141 -10.021
H 21.010 22.069 -11.870
H 21.043 20.342 -11.949
H 22.654 20.956 -13.417
C 20.066 19.028 -6.453
C 21.526 18.706 -6.573
O 22.335 19.806 -6.286
H 19.481 18.132 -6.664
H 19.690 19.868 -7.037
H 19.730 19.232 -5.437
H 21.811 18.265 -7.528
H 21.732 17.976 -5.791
H 22.678 19.691 -5.397
C 26.209 10.556 -8.092
C 25.534 11.922 -7.940
O 25.512 12.688 -9.139
H 26.052 10.041 -7.145
H 27.251 10.696 -8.380
H 25.703 10.022 -8.896
H 26.003 12.516 -7.155
H 24.471 11.789 -7.736
H 24.911 13.391 -8.881
C 24.481 18.344 -11.922
C 25.835 19.023 -11.712
O 26.785 18.267 -12.482
H 23.594 18.839 -11.526
H 24.463 17.330 -11.524
H 24.365 18.214 -12.998
H 26.170 18.935 -10.679
H 25.941 20.055 -12.045
H 26.903 17.490 -11.931
C 24.307 17.212 -8.041
C 25.015 15.891 -8.464
O 24.168 14.804 -8.163
H 24.854 18.122 -8.290
H 24.226 17.283 -6.956
H 23.322 17.307 -8.496
H 25.942 15.875 -7.891
H 25.280 15.960 -9.519
H 24.179 14.680 -7.211
C 20.170 21.002 -14.984
C 20.427 19.517 -15.061
O 19.723 19.005 -13.972
H 20.752 21.590 -15.693
H 20.330 21.489 -14.022
H 19.121 21.227 -15.174
H 21.472 19.214 -14.999
H 20.033 19.108 -15.992
H 19.405 18.139 -14.238
C 17.263 16.524 -17.159
C 18.283 16.188 -16.082
O 18.195 16.963 -14.881
H 17.640 17.308 -17.815
H 16.327 16.882 -16.729
H 17.084 15.703 -17.853
H 19.293 16.235 -16.490
H 18.115 15.177 -15.711
H 17.369 16.886 -14.398
O 22.833 12.351 -12.752
H 22.988 12.993 -13.444
H 22.529 12.870 -12.007
O 17.574 16.272 -6.466
H 17.023 17.041 -6.317
H 17.263 15.911 -7.296
O 25.663 14.783 -12.939
H 26.151 15.341 -12.333
H 25.863 13.891 -12.657
C 20.271 14.336 -8.541
C 20.270 13.627 -9.911
C 18.839 13.644 -10.477
C 18.553 15.019 -11.031
C 19.582 15.429 -12.084
C 21.041 15.462 -11.603
N 21.295 14.202 -10.823
O 22.595 13.913 -10.500
C 22.025 15.568 -12.821
C 21.280 16.714 -10.733
C 20.509 12.115 -9.634
H 19.514 15.113 -8.434
H 21.300 14.526 -8.238
H 19.915 13.644 -7.778
H 18.754 12.880 -11.249
H 18.141 13.412 -9.672
H 18.448 15.711 -10.196
H 17.579 14.934 -11.514
H 19.343 16.362 -12.594
H 19.484 14.692 -12.881
H 21.831 14.788 -13.557
H 21.907 16.547 -13.285
H 23.061 15.617 -12.484
H 20.780 16.590 -9.773
H 22.337 16.866 -10.513
H 20.886 17.587 -11.253
H 20.534 11.605 -10.597
H 19.637 11.663 -9.161
H 21.428 12.028 -9.053
H 22.758 14.463 -9.730
C 20.022 9.391 -13.208
C 19.027 8.447 -12.492
C 17.852 8.275 -13.471
C 18.137 7.372 -14.716
C 18.467 6.048 -14.087
C 19.739 6.099 -13.204
N 19.467 7.070 -12.132
O 20.477 7.060 -11.180
C 19.861 4.684 -12.553
C 20.984 6.289 -14.059
C 18.453 9.170 -11.222
H 20.822 9.581 -12.492
H 19.533 10.333 -13.453
H 20.468 9.030 -14.134
H 16.999 7.917 -12.895
H 17.556 9.253 -13.850
H 18.861 7.854 -15.372
H 17.195 7.320 -15.262
H 18.626 5.370 -14.926
H 17.626 5.507 -13.652
H 20.761 4.749 -11.942
H 19.002 4.442 -11.928
H 19.947 3.846 -13.244
H 21.258 5.378 -14.592
H 20.784 7.117 -14.738
H 21.851 6.649 -13.505
H 19.334 9.477 -10.657
H 17.891 8.463 -10.612
H 17.913 10.106 -11.367
H 21.270 7.063 -11.721
C 14.318 13.106 -12.785
C 15.050 12.776 -14.143
C 14.926 11.181 -14.131
C 15.288 10.572 -15.407
C 14.291 11.078 -16.433
C 14.259 12.635 -16.584
N 14.278 13.331 -15.268
O 14.311 14.720 -15.311
C 15.403 13.135 -17.433
C 12.935 13.007 -17.320
C 16.521 13.172 -13.980
H 14.664 12.522 -11.933
H 13.237 12.968 -12.792
H 14.502 14.154 -12.548
H 15.592 10.708 -13.410
H 13.894 10.965 -13.853
H 15.237 9.484 -15.371
H 16.325 10.781 -15.668
H 13.323 10.577 -16.410
H 14.642 10.734 -17.405
H 16.335 12.991 -16.885
H 15.482 12.688 -18.424
H 15.482 14.184 -17.719
H 12.783 14.081 -17.424
H 12.875 12.619 -18.337
H 12.054 12.769 -16.723
H 16.695 14.224 -13.754
H 17.155 13.086 -14.862
H 16.930 12.599 -13.147
H 13.445 15.014 -15.019
*
```

---

[4]
Below is a single C3H5N3OS molecule at a distorted geometry, with properties calculated with ωB97M-V with the def2-TZVPD basis set.

## Properties
Calculated total energy = -754.87154 hartree
HOMO-LUMO gap = 8.5 eV
E_LUMO = -0.555 eV
SMILES = [H]/N=C(/NC=O)NC=S
Energy relative to the best compared isomer or geometry (same formula, charge and spin) = 105.1 kcal per mole
Largest force on an atom = 7.75 eV Å⁻¹

```
! wB97M-V def2-TZVPD RIJCOSX def2/J DEFGRID3
* xyz 0 1
H 0.759 -1.513 -1.877
N 0.863 -0.513 -1.483
C 0.047 -0.015 -0.572
N 0.493 1.056 0.339
C 2.032 1.319 0.302
O 2.262 2.569 0.663
N -0.993 -0.787 -0.297
C -2.002 -0.747 0.711
S -1.817 -0.019 2.060
H -0.325 1.482 1.000
H 2.674 0.476 -0.380
H -1.218 -1.685 -0.901
H -2.775 -1.623 0.435
*
```

---

[5]
Below is 9 unconnected molecules or ions with the total composition C24H48Br10N4O2 at a distorted geometry, with properties calculated with ωB97M-V with the def2-TZVPD basis set.

## Properties
Calculated total energy = -27052.78876 hartree
HOMO-LUMO gap = 9.2 eV
E_LUMO = -0.030 eV
SMILES = CN(C)C=O.CN(C)C=O.BrCCBr.BrCCBr.BrCCBr.BrCCBr.BrCCBr.CCCC#N.CCCC#N
Energy relative to the best compared isomer or geometry (same formula, charge and spin) = 42.2 kcal per mole
Largest force on an atom = 5.43 eV Å⁻¹

```
! wB97M-V def2-TZVPD RIJCOSX def2/J DEFGRID3
* xyz 0 1
C 1.351 -1.506 -0.560
N 1.173 -0.078 -0.246
C 2.351 0.661 0.047
C 0.003 0.551 -0.499
O -1.041 0.037 -0.952
H 0.431 -1.848 -1.034
H 1.558 -1.908 0.432
H 2.255 -1.669 -1.146
H 2.168 1.721 0.224
H 2.784 0.155 0.910
H 3.092 0.609 -0.751
H 0.161 1.623 -0.306
C 4.626 5.156 5.401
N 4.117 5.274 6.755
C 2.681 5.309 6.911
C 5.073 4.939 7.766
O 4.838 4.589 8.904
H 4.742 6.132 4.929
H 4.011 4.617 4.681
H 5.604 4.694 5.272
H 2.442 5.118 7.957
H 2.209 6.218 6.537
H 2.282 4.423 6.417
H 6.108 4.861 7.399
Br 9.771 2.847 1.227
C 9.040 1.029 1.615
C 9.064 0.221 0.334
Br 8.753 -1.695 0.922
H 8.068 1.105 2.101
H 9.746 0.589 2.319
H 10.066 0.205 -0.095
H 8.359 0.629 -0.391
Br -2.780 -0.416 -7.720
C -3.464 -2.109 -6.881
C -3.577 -3.150 -7.968
Br -4.587 -4.678 -7.273
H -4.491 -1.907 -6.576
H -2.961 -2.425 -5.967
H -2.552 -3.415 -8.227
H -4.078 -2.909 -8.906
Br -3.747 -7.748 -1.425
C -1.974 -8.704 -1.668
C -2.144 -9.958 -2.455
Br -2.181 -9.803 -4.372
H -1.713 -8.973 -0.644
H -1.272 -8.044 -2.177
H -2.936 -10.536 -1.978
H -1.289 -10.624 -2.343
Br 7.089 5.082 -3.731
C 5.825 6.451 -4.125
C 4.341 6.249 -3.688
Br 4.061 6.400 -1.660
H 5.773 6.519 -5.212
H 6.115 7.422 -3.723
H 4.007 5.267 -4.023
H 3.500 6.855 -4.025
Br 3.565 -6.274 -4.240
C 4.963 -7.053 -3.043
C 5.287 -8.503 -3.498
Br 6.281 -8.263 -5.237
H 4.603 -6.909 -2.024
H 5.810 -6.384 -3.191
H 4.406 -9.045 -3.841
H 5.913 -9.046 -2.790
C -9.607 -0.428 -2.700
C -8.972 -0.820 -1.395
C -8.203 0.297 -0.734
C -9.001 1.379 -0.138
N -9.651 2.180 0.392
H -10.127 -1.261 -3.173
H -8.777 -0.219 -3.375
H -10.233 0.461 -2.617
H -8.340 -1.687 -1.588
H -9.802 -1.152 -0.771
H -7.454 0.630 -1.452
H -7.512 -0.055 0.032
C -6.138 4.394 6.661
C -6.230 3.225 5.733
C -4.819 2.693 5.354
C -4.032 3.703 4.674
N -3.408 4.401 4.077
H -7.149 4.784 6.543
H -5.368 5.120 6.399
H -5.938 4.110 7.694
H -6.739 3.628 4.857
H -6.936 2.470 6.077
H -4.836 1.822 4.699
H -4.406 2.348 6.302
*
```

---

[6]
Below is 2 unconnected molecules or ions with the total composition C6H10O2 at a distorted geometry, with properties calculated with ωB97M-V with the def2-TZVPD basis set.

## Properties
Calculated total energy = -384.93945 hartree
HOMO-LUMO gap = 8.7 eV
E_LUMO = 0.433 eV
SMILES = CC(C)=C=O.C=CO
Energy relative to the best compared isomer or geometry (same formula, charge and spin) = 102.3 kcal per mole
Largest force on an atom = 5.36 eV Å⁻¹

```
! wB97M-V def2-TZVPD RIJCOSX def2/J DEFGRID3
* xyz 0 1
C 2.603 -0.536 0.270
C 1.356 0.324 0.065
C 1.472 1.146 -1.216
C 1.015 1.043 1.167
O 0.939 1.593 2.186
H 2.652 -1.295 -0.512
H 2.722 -0.875 1.296
H 3.520 0.037 0.112
H 1.491 0.454 -2.059
H 0.670 1.880 -1.275
H 2.397 1.719 -1.283
C -2.900 -1.666 0.642
C -2.453 -0.676 -0.163
O -2.824 0.696 0.238
H -3.523 -2.484 0.325
H -2.841 -1.613 1.717
H -2.734 -0.768 -1.211
H -3.560 1.022 -0.299
*
```

---

- What is the formula in the second record?
  C4H5NO